{
  "formula": "C18H31O15Pd2",
  "method": "the ωB97M-V functional and the def2-TZVPD basis",
  "symbols": ["Pd", "Pd", "C", "C", "O", "H", "H", "H", "H", "H", "C", "C", "O", "H", "H", "H", "H", "H", "C", "C", "O", "H", "H", "H", "H", "H", "C", "C", "O", "C", "O", "O", "H", "H", "H", "H", "C", "C", "O", "C", "O", "O", "H", "H", "H", "H", "C", "C", "O", "C", "O", "O", "H", "H", "H", "H", "C", "C", "O", "C", "O", "O", "H", "H", "H", "H"],
  "coordinates": [[5.97057, -3.13416, -3.10714], [3.19580, 0.91460, -4.38647], [8.40852, 2.89544, -1.23066], [8.61005, 2.14953, -2.51629], [7.48086, 1.39239, -2.95843], [7.62980, 3.64783, -1.35560], [9.28424, 3.47414, -0.93683], [8.20648, 2.27632, -0.35661], [9.41788, 1.44742, -2.30999], [8.91377, 2.84896, -3.29517], [2.75350, -5.06862, -8.47314], [3.21481, -3.61989, -8.09590], [3.55615, -3.23024, -6.79433], [2.52839, -5.10994, -9.53884], [1.85830, -5.21605, -7.86901], [3.52277, -5.82261, -8.30630], [2.73052, -2.76525, -8.56828], [4.07551, -3.47669, -8.74920], [2.86675, -1.05664, 2.17657], [2.07917, -1.40748, 1.02307], [2.83554, -1.58353, -0.19855], [2.22103, -0.70489, 2.98119], [3.55260, -0.22839, 1.99849], [3.50033, -1.85785, 2.55699], [1.45021, -0.51728, 1.01620], [1.25204, -2.09124, 1.21395], [-4.32929, -1.08603, 3.58880], [-3.77815, 0.13072, 4.28068], [-4.88275, 1.01108, 4.05320], [-6.04423, 0.27755, 4.15214], [-7.16556, 0.78712, 4.25703], [-5.74927, -1.01799, 3.80392], [-3.93058, -1.95143, 4.11814], [-3.71752, -1.11408, 2.68712], [-2.95130, 0.56112, 3.71573], [-3.49999, -0.01002, 5.32516], [-2.56287, -3.76092, -3.02108], [-1.73806, -4.92937, -3.36640], [-2.29625, -5.96349, -2.52749], [-3.22231, -5.47164, -1.70259], [-3.88523, -6.11358, -0.95808], [-3.51963, -4.20999, -2.07857], [-2.95717, -3.56806, -4.01879], [-2.02169, -2.89554, -2.63856], [-0.72734, -4.68607, -3.03876], [-1.73037, -5.24163, -4.41068], [-0.82621, 4.71277, 7.17684], [-0.38538, 3.51750, 7.91580], [0.66084, 3.10616, 7.10082], [1.05378, 4.14888, 6.28122], [2.02352, 4.11287, 5.56054], [0.27871, 5.18440, 6.42250], [-1.43581, 5.32471, 7.84169], [-1.69890, 4.44563, 6.58090], [-1.19013, 2.78498, 7.97821], [-0.13226, 3.81855, 8.93236], [-5.73664, 2.88471, -0.86422], [-4.29590, 2.76730, -1.24827], [-3.57509, 3.77715, -0.44769], [-4.54691, 4.69132, 0.00442], [-4.40651, 5.77997, 0.59075], [-5.70444, 4.22017, -0.51476], [-6.10302, 2.14034, -0.15727], [-6.29865, 2.81605, -1.79563], [-4.23838, 3.08886, -2.28817], [-3.84860, 1.77402, -1.21049]],
  "forces_ev_per_angstrom": [[-0.14, 0.18, -0.05], [0.15, -0.15, 0.07], [-0.39, 0.86, 0.71], [-1.13, -0.46, 0.18], [1.37, 0.74, 0.51], [-0.24, -0.14, 0.17], [0.31, -0.08, -0.35], [-0.31, -0.22, -0.25], [0.19, -0.50, -0.62], [0.15, -0.25, -0.37], [-0.37, 1.52, 0.99], [1.25, -0.23, 0.17], [-0.51, -1.04, -1.68], [-0.23, 0.20, 0.08], [-0.03, -0.75, -0.26], [-0.07, 0.18, 0.41], [-1.23, -0.03, 0.11], [1.24, 0.17, 0.25], [2.18, 0.10, 2.42], [-0.24, 0.35, -2.43], [-1.87, 0.23, 2.02], [-0.05, -0.23, 0.14], [-0.09, 0.08, -0.34], [-0.13, -0.18, 0.11], [-0.20, 0.71, -1.59], [0.45, -1.06, -0.40], [2.12, -1.23, 2.21], [-0.25, 0.71, -0.78], [-0.85, 0.31, 1.59], [-2.45, 2.08, -1.82], [3.79, -2.20, 0.16], [0.40, 0.60, -0.40], [-0.54, -0.36, 0.07], [-1.96, -0.12, -1.47], [0.12, -0.06, 0.31], [-0.37, 0.27, 0.14], [-0.97, 1.08, -1.30], [1.58, -1.33, 1.51], [1.52, -0.50, -0.37], [-1.74, -0.55, -1.27], [0.56, 0.15, 0.64], [0.17, 0.97, 0.20], [-1.19, 1.12, 0.52], [-0.06, -0.13, 0.02], [0.36, -0.73, -0.17], [-0.24, -0.07, 0.23], [-3.74, 0.44, 0.21], [-0.65, 0.35, 0.64], [1.61, -0.50, -0.82], [2.92, -1.67, -0.77], [-1.40, -0.27, 0.96], [-1.78, 1.15, 0.92], [1.38, 1.45, 0.21], [0.56, -0.28, -1.36], [0.25, -0.21, -0.10], [0.83, -0.47, 0.08], [0.91, -0.69, -1.32], [1.38, 0.11, -0.68], [-1.02, 0.11, 0.80], [0.90, 1.81, -0.07], [-0.19, -4.66, -2.19], [-2.09, 2.50, 2.05], [-0.07, 0.58, 0.57], [-0.41, -0.15, 0.30], [0.35, 0.14, -0.03], [0.21, 0.24, 0.60]],
  "de_lowest_kcal_mol": 216.7,
  "charge": 1,
  "spin_multiplicity": 5,
  "homo_lumo_gap_ev": [7.44, 3.06]
}